Here is 2 unconnected molecules or ions with the total composition C2H3NO2S from the Open Molecules 2025 dataset. Energies are from wB97M-V/def2-TZVPD.

**Electronic energy**: -681.2211 a.u.
**HOMO**: -0.3242 Ha
**Gap between HOMO and LUMO**: 6.4 eV

```
! wB97M-V def2-TZVPD RIJCOSX def2/J DEFGRID3
* xyz 0 1
C 1.872 0.222 -0.388
C 0.839 0.167 0.480
N -2.361 -0.413 0.069
O -1.963 -1.494 0.280
O -3.351 0.123 -0.239
S -0.451 1.415 0.310
H 2.696 -0.470 -0.492
H 1.989 1.076 -1.152
H 0.730 -0.627 1.132
*
```

Atomic partial charges in e from the Mulliken method, atoms 1 to 6: number 1, C, carries -0.53; number 2, C, carries -0.20; number 3, N, carries 0.69; number 4, O, carries -0.35; number 5, O, carries -0.37; number 6, S, carries -0.11

---

Here is a molecular structure, C20H40AuNP3S2 from the Open Molecules 2025 dataset. Energies are from wB97M-V/def2-TZVPD.

**Electronic energy**: -2795.9941 a.u.
**HOMO (alpha / beta)**: -0.6184 / -0.6313 Ha
**<S²>**: 2.029
**Gap between HOMO and LUMO (alpha / beta)**: 7.8 / 5.9 eV

```
! wB97M-V def2-TZVPD RIJCOSX def2/J DEFGRID3
* xyz 3 3
Au -0.643 0.418 -0.084
P -1.877 2.285 0.809
P -1.843 -1.427 0.814
P 1.511 1.187 -0.697
H 1.292 -4.345 -0.843
C 2.139 -3.791 -0.424
C 2.250 -3.541 0.893
H 1.488 -3.857 1.613
C -3.248 2.737 -0.294
C -2.664 2.016 2.423
C -0.917 3.812 0.987
C -1.250 -3.025 0.202
C -1.829 -1.608 2.622
C -3.602 -1.357 0.356
C 2.679 -0.188 -0.859
C 2.343 2.384 0.385
C 1.504 1.985 -2.328
H 2.940 -3.524 -1.123
H 3.149 -3.070 1.307
H -3.713 3.665 0.070
H -4.000 1.937 -0.313
H -2.872 2.891 -1.314
H -3.243 2.914 2.684
H -1.913 1.839 3.205
H -3.348 1.159 2.377
H -1.608 4.647 1.171
H -0.361 4.010 0.062
H -0.212 3.739 1.826
H -1.767 -3.836 0.737
H -0.165 -3.139 0.343
H -1.480 -3.108 -0.868
H -2.426 -2.490 2.897
H -2.258 -0.722 3.107
H -0.802 -1.750 2.979
H -4.139 -2.183 0.846
H -3.701 -1.451 -0.734
H -4.048 -0.403 0.670
H 3.695 0.200 -1.018
H 2.394 -0.819 -1.710
H 2.666 -0.810 0.045
H 3.294 2.671 -0.087
H 2.550 1.946 1.368
H 1.726 3.282 0.517
H 2.424 2.574 -2.452
H 0.632 2.644 -2.412
H 1.440 1.227 -3.119
C -0.556 -0.584 -3.419
C -0.373 -0.051 -4.720
C 0.637 -0.541 -5.538
C 1.459 -1.588 -5.097
C 1.251 -2.156 -3.834
C 0.246 -1.668 -3.006
S -1.731 0.105 -2.384
H 0.401 0.613 2.111
H -1.036 0.753 -5.036
H 0.783 -0.106 -6.528
H 2.259 -1.965 -5.736
H 1.868 -2.987 -3.487
H 0.069 -2.094 -2.019
S 1.677 1.562 5.258
C 2.324 0.033 4.678
C 1.798 -0.298 3.469
N 0.894 0.673 3.024
C 0.731 1.733 3.874
H 3.046 -0.550 5.232
H 1.994 -1.180 2.861
H 0.072 2.570 3.665
*
```

Atomic partial charges in e from the Mulliken method, atoms 1 to 6: number 1, Au, carries 0.94; number 2, P, carries 0.56; number 3, P, carries 0.67; number 4, P, carries 0.53; number 5, H, carries 0.44; number 6, C, carries -0.65

---

Energy relative to the best compared isomer or geometry (same formula, charge and spin) values, unit kJ/mol, following the record order: 625.4; 0.0.